14 unconnected molecules or ions with the total composition C84H188N8O20. Source: OMol25; level of theory: wB97M-V/def2-TZVPD.

Geometry (Å):
1 C 4.407 -4.193 2.856
2 C 4.157 -2.734 2.525
3 C 3.787 -2.106 3.869
4 C 3.907 -0.591 3.802
5 C 5.280 -0.155 3.377
6 C 5.726 -0.708 2.040
7 N 5.434 -2.191 1.967
8 O 5.766 -2.733 0.761
9 C 5.026 0.126 0.906
10 C 7.252 -0.461 1.926
11 C 2.853 -2.658 1.605
12 H 3.516 -4.645 3.284
13 H 5.221 -4.329 3.562
14 H 4.654 -4.833 1.996
15 H 2.812 -2.479 4.194
16 H 4.456 -2.373 4.690
17 H 3.714 -0.170 4.810
18 H 3.161 -0.125 3.143
19 H 6.030 -0.518 4.096
20 H 5.400 0.917 3.349
21 H 5.093 1.181 1.162
22 H 5.440 -0.020 -0.081
23 H 3.961 -0.078 0.704
24 H 7.757 -0.913 1.050
25 H 7.457 0.610 1.795
26 H 7.780 -0.794 2.834
27 H 2.217 -1.825 1.957
28 H 2.236 -3.555 1.586
29 H 3.099 -2.479 0.547
30 H 4.996 -2.766 0.153
31 C -4.683 -3.315 1.108
32 C -4.786 -2.726 2.517
33 C -4.487 -1.232 2.331
34 C -4.975 -0.292 3.503
35 C -6.440 -0.605 3.833
36 C -6.741 -2.090 4.038
37 N -6.258 -2.861 2.865
38 O -6.677 -4.189 2.957
39 C -6.204 -2.521 5.423
40 C -8.225 -2.168 4.062
41 C -3.832 -3.389 3.453
42 H -5.411 -2.795 0.501
43 H -4.849 -4.391 1.023
44 H -3.687 -3.110 0.644
45 H -3.424 -1.084 2.113
46 H -5.003 -0.932 1.407
47 H -4.823 0.744 3.147
48 H -4.325 -0.435 4.380
49 H -6.998 -0.286 2.935
50 H -6.824 -0.056 4.693
51 H -6.496 -3.516 5.756
52 H -5.144 -2.434 5.664
53 H -6.784 -1.891 6.108
54 H -8.640 -3.146 4.247
55 H -8.648 -1.525 4.823
56 H -8.682 -1.801 3.159
57 H -4.132 -4.246 4.059
58 H -3.561 -2.623 4.202
59 H -2.843 -3.595 3.001
60 H -6.137 -4.668 3.630
61 C 6.022 7.673 0.475
62 C 4.639 7.330 -0.007
63 C 4.672 6.431 -1.274
64 C 5.001 5.009 -0.820
65 C 4.013 4.441 0.237
66 C 3.915 5.363 1.435
67 N 3.710 6.729 0.946
68 O 3.746 7.512 2.108
69 C 2.717 4.891 2.244
70 C 5.104 5.125 2.408
71 C 4.131 8.693 -0.473
72 H 6.345 8.628 0.046
73 H 6.783 6.945 0.168
74 H 6.040 7.793 1.553
75 H 3.655 6.426 -1.710
76 H 5.391 6.825 -2.009
77 H 5.998 4.937 -0.385
78 H 4.997 4.352 -1.696
79 H 4.312 3.432 0.551
80 H 3.037 4.268 -0.252
81 H 2.809 3.835 2.542
82 H 2.540 5.511 3.122
83 H 1.820 4.982 1.612
84 H 4.924 4.172 2.874
85 H 6.007 5.024 1.789
86 H 5.220 5.926 3.143
87 H 3.104 8.661 -0.845
88 H 4.765 9.055 -1.291
89 H 4.156 9.441 0.321
90 H 2.849 7.879 2.196
91 C -2.104 -1.174 6.854
92 C -0.581 -1.351 6.483
93 C -0.425 -2.228 5.234
94 C -0.616 -1.468 3.927
95 C 0.196 -0.178 3.852
96 C -0.057 0.733 5.030
97 N 0.239 -0.076 6.286
98 O -0.046 0.749 7.406
99 C 0.966 1.845 4.966
100 C -1.495 1.330 4.915
101 C 0.155 -2.083 7.586
102 H -2.302 -1.923 7.637
103 H -2.724 -1.355 5.966
104 H -2.279 -0.163 7.195
105 H 0.560 -2.694 5.254
106 H -1.197 -3.008 5.268
107 H -1.686 -1.184 3.846
108 H -0.434 -2.168 3.092
109 H 0.036 0.325 2.891
110 H 1.251 -0.480 4.000
111 H 1.981 1.428 5.006
112 H 0.899 2.325 3.987
113 H 0.917 2.617 5.742
114 H -1.441 1.981 4.043
115 H -2.271 0.601 4.654
116 H -1.832 1.919 5.777
117 H 0.018 -1.559 8.539
118 H 1.219 -2.174 7.322
119 H -0.281 -3.068 7.621
120 H 0.754 0.737 7.933
121 C 0.657 5.822 -1.784
122 C 0.149 6.403 -3.099
123 C 1.115 7.566 -3.380
124 C 0.988 8.126 -4.810
125 C 1.168 6.985 -5.812
126 C 0.218 5.814 -5.609
127 N 0.301 5.360 -4.173
128 O -0.370 4.168 -3.891
129 C -1.188 6.293 -6.061
130 C 0.714 4.692 -6.521
131 C -1.249 6.894 -2.880
132 H 0.364 6.499 -0.996
133 H 1.732 5.708 -1.697
134 H 0.093 4.913 -1.506
135 H 1.046 8.332 -2.609
136 H 2.159 7.257 -3.432
137 H 1.743 8.870 -5.058
138 H 0.082 8.713 -4.970
139 H 2.183 6.559 -5.811
140 H 0.906 7.373 -6.795
141 H -1.189 7.387 -5.973
142 H -1.303 6.062 -7.132
143 H -2.039 5.987 -5.458
144 H 0.030 3.868 -6.639
145 H 0.912 5.114 -7.503
146 H 1.676 4.310 -6.185
147 H -1.315 7.536 -2.010
148 H -1.957 6.115 -2.629
149 H -1.718 7.467 -3.671
150 H -1.314 4.309 -4.146
151 C -0.926 -9.574 2.278
152 C -1.133 -8.084 2.336
153 C -0.358 -7.505 3.504
154 C -0.140 -5.941 3.556
155 C 0.457 -5.494 2.213
156 C -0.347 -5.976 0.991
157 N -0.580 -7.471 1.099
158 O -1.257 -7.883 -0.050
159 C -1.581 -5.135 0.838
160 C 0.589 -5.777 -0.192
161 C -2.668 -7.864 2.637
162 H 0.121 -9.881 2.156
163 H -1.536 -10.103 1.526
164 H -1.225 -10.042 3.231
165 H -0.843 -7.840 4.429
166 H 0.657 -7.955 3.511
167 H 0.515 -5.717 4.400
168 H -1.077 -5.393 3.765
169 H 1.445 -5.978 2.182
170 H 0.555 -4.411 2.288
171 H -2.319 -5.461 0.090
172 H -2.084 -5.043 1.817
173 H -1.309 -4.127 0.531
174 H 0.928 -4.747 -0.171
175 H 1.431 -6.443 -0.095
176 H 0.103 -6.008 -1.123
177 H -2.945 -8.477 3.491
178 H -3.342 -8.074 1.809
179 H -2.862 -6.832 2.966
180 H -2.121 -7.426 0.034
181 C 4.357 -5.460 -1.007
182 C 4.428 -4.840 -2.404
183 C 3.030 -4.346 -2.655
184 C 2.806 -3.385 -3.806
185 C 3.822 -2.251 -3.572
186 C 5.256 -2.718 -3.345
187 N 5.230 -3.592 -2.168
188 O 6.587 -3.851 -1.795
189 C 5.813 -3.267 -4.687
190 C 6.032 -1.389 -3.020
191 C 4.868 -5.897 -3.404
192 H 3.692 -6.330 -0.963
193 H 3.862 -4.852 -0.247
194 H 5.320 -5.758 -0.616
195 H 2.414 -5.233 -2.837
196 H 2.655 -3.809 -1.755
197 H 1.736 -3.106 -3.714
198 H 2.900 -3.821 -4.812
199 H 3.581 -1.822 -2.606
200 H 3.810 -1.422 -4.293
201 H 6.158 -2.418 -5.257
202 H 6.701 -3.899 -4.652
203 H 5.033 -3.743 -5.320
204 H 5.733 -0.688 -3.789
205 H 5.706 -0.901 -2.099
206 H 7.130 -1.471 -3.044
207 H 5.935 -5.941 -3.624
208 H 4.393 -5.704 -4.377
209 H 4.566 -6.911 -3.136
210 H 6.687 -3.590 -0.863
211 C -0.469 -0.107 -2.588
212 C -0.424 -0.356 -1.103
213 C 0.816 0.362 -0.567
214 C 0.677 1.847 -0.515
215 C -0.532 2.232 0.378
216 C -1.835 1.608 -0.064
217 N -1.617 0.156 -0.304
218 O -2.795 -0.399 -0.841
219 C -2.797 1.790 1.113
220 C -2.368 2.443 -1.312
221 C -0.244 -1.873 -0.805
222 H -1.378 -0.466 -3.083
223 H 0.404 -0.655 -2.991
224 H -0.279 0.898 -2.924
225 H 0.964 0.068 0.490
226 H 1.707 0.115 -1.164
227 H 0.641 2.329 -1.512
228 H 1.617 2.246 -0.082
229 H -0.530 3.334 0.451
230 H -0.242 1.813 1.366
231 H -3.784 1.346 0.826
232 H -2.474 1.389 2.081
233 H -3.009 2.836 1.371
234 H -2.913 1.813 -2.026
235 H -3.070 3.174 -0.947
236 H -1.550 2.898 -1.880
237 H -1.096 -2.464 -1.129
238 H -0.019 -2.064 0.256
239 H 0.682 -2.191 -1.339
240 H -3.345 -0.620 -0.070
241 C -6.246 3.671 2.297
242 C -6.904 4.016 3.620
243 O -8.231 4.345 3.410
244 O -7.066 2.663 1.740
245 H -5.233 3.257 2.364
246 H -6.169 4.565 1.665
247 H -6.347 4.776 4.172
248 H -6.740 3.170 4.277
249 H -8.797 4.178 4.161
250 H -7.925 2.782 2.149
251 C -0.691 -2.877 -7.299
252 C -1.162 -2.863 -5.922
253 O -0.787 -3.957 -5.096
254 O -1.025 -4.101 -7.969
255 H 0.406 -2.739 -7.326
256 H -1.172 -2.048 -7.815
257 H -2.246 -2.807 -5.849
258 H -0.803 -1.970 -5.388
259 H -0.491 -4.675 -5.675
260 H -0.469 -4.199 -8.741
261 C 3.685 1.699 -3.388
262 C 2.630 2.704 -4.073
263 O 2.772 3.938 -3.407
264 O 3.645 1.908 -1.988
265 H 4.700 1.977 -3.752
266 H 3.481 0.662 -3.672
267 H 1.604 2.336 -4.215
268 H 3.062 2.863 -5.070
269 H 1.912 4.391 -3.472
270 H 3.336 2.828 -1.957
271 C -5.777 3.199 -1.681
272 C -6.194 1.789 -1.879
273 O -7.233 1.451 -1.068
274 O -6.876 4.070 -1.850
275 H -5.051 3.394 -2.465
276 H -5.265 3.339 -0.722
277 H -5.291 1.165 -1.730
278 H -6.606 1.597 -2.867
279 H -7.189 1.765 -0.145
280 H -7.667 3.529 -1.799
281 C -3.431 2.972 -5.474
282 C -2.520 1.814 -5.193
283 O -2.693 0.812 -6.248
284 O -3.386 3.901 -4.391
285 H -4.470 2.637 -5.543
286 H -3.178 3.529 -6.377
287 H -2.677 1.388 -4.203
288 H -1.529 2.240 -5.188
289 H -3.416 0.245 -6.006
290 H -4.066 4.570 -4.502
291 C -4.734 -2.673 -3.410
292 C -3.714 -3.690 -2.866
293 O -4.265 -4.958 -3.078
294 O -4.945 -3.022 -4.759
295 H -4.387 -1.652 -3.296
296 H -5.680 -2.907 -2.934
297 H -3.687 -3.481 -1.797
298 H -2.741 -3.661 -3.313
299 H -3.700 -5.576 -2.623
300 H -4.811 -3.980 -4.770

The calculation puts the total energy at -143015.8261 eV. For the gap between HOMO and LUMO, the calculation gives 8.35 eV. The max |F| comes out at 3.0 eV Å⁻¹. Its energy relative to the best compared isomer or geometry (same formula, charge and spin) is 0.000 eV. The value obtained for the LUMO energy is 0.27 eV.